Computed, not measured: a molecular structure, C43H44BCsI2N4O8Se4Te, with ωB97M-V with the def2-TZVPD basis set.

Structure (ORCA input):
```
! wB97M-V def2-TZVPD RIJCOSX def2/J DEFGRID3
* xyz -2 1
Cs -3.7695 -0.4278 0.0063
O -0.9192 -3.8555 1.3043
C -1.5062 -2.8206 0.6764
O -1.9072 -1.8596 1.2861
C -1.6160 -2.9920 -0.8087
C -1.8315 -4.2523 -1.3258
C -2.0620 -4.3118 -2.7228
C -2.0034 -3.1912 -3.4822
C -1.6820 -1.9100 -2.8666
N -1.5486 -1.8435 -1.4828
C -1.4765 -0.8191 -3.6429
O -1.4689 -0.8376 -5.0242
O -1.0590 0.4373 -3.1041
H -0.8768 -3.6007 2.2401
H -1.8800 -5.1187 -0.6853
H -2.3001 -5.2613 -3.1904
H -2.1934 -3.2237 -4.5468
H -0.6006 -1.1501 -5.3213
C 3.4817 -2.8845 0.6002
O 2.8116 -1.6200 0.4801
C 1.9022 -1.5790 1.4905
N 1.8859 -2.5286 2.3218
C 2.9187 -3.4833 1.9123
C 3.9745 -3.6990 2.9747
C 4.0755 -2.8655 4.0819
C 5.0789 -3.0687 5.0219
C 5.9904 -4.1033 4.8654
C 5.8916 -4.9430 3.7630
C 4.8875 -4.7414 2.8279
C 0.9584 -0.4337 1.4306
C 0.8593 0.2974 0.2599
C -0.1114 1.2892 0.1845
C -0.9534 1.4567 1.2544
C -0.7814 0.6506 2.3792
N 0.1817 -0.2498 2.4976
C -1.8025 0.7619 3.4444
N -3.0068 1.0441 3.1744
C -3.7516 0.9154 4.4436
C -2.6463 0.8388 5.4923
O -1.4557 0.5160 4.7227
C -4.7995 1.9899 4.5643
C -5.8570 1.9186 3.6578
C -6.8643 2.8677 3.6610
C -6.8293 3.9090 4.5845
C -5.7883 3.9819 5.4990
C -4.7777 3.0224 5.4915
H 4.5550 -2.7092 0.6375
H 3.2354 -3.4857 -0.2733
H 2.4357 -4.4413 1.7085
H 3.3480 -2.0725 4.2050
H 5.1430 -2.4168 5.8852
H 6.7692 -4.2612 5.6018
H 6.5924 -5.7603 3.6363
H 4.8044 -5.4068 1.9737
H 1.5155 0.0762 -0.5713
H -0.2210 1.8996 -0.7002
H -1.7453 2.1938 1.2436
H -4.2667 -0.0512 4.4206
H -2.8173 0.0434 6.2136
H -2.4454 1.7828 6.0021
H -5.9006 1.1106 2.9360
H -7.6610 2.7642 2.9323
H -7.6158 4.6559 4.5983
H -5.7559 4.7867 6.2261
H -3.9752 3.1022 6.2178
I -4.0355 3.4433 -0.4483
C -4.1194 3.9313 1.6090
I -2.7388 5.4248 2.2290
H -3.8748 3.0254 2.1561
H -5.1149 4.2752 1.8542
Se -7.1695 0.5188 0.4205
Se -7.6257 -1.0419 2.1246
Se -5.5422 -2.1305 2.5267
Se -5.3605 -2.3700 4.8465
C -5.6313 2.8909 -4.1476
Te -3.9298 1.6706 -3.7455
C -2.5246 3.2581 -3.9764
H -5.5509 3.3389 -5.1365
H -5.7240 3.6615 -3.3835
H -6.5093 2.2469 -4.1070
H -2.8498 4.1158 -3.3902
H -2.4271 3.5256 -5.0263
H -1.5658 2.9050 -3.5934
C 7.1664 1.7465 -3.9869
C 6.1330 0.6451 -4.2246
C 6.5182 -0.5662 -3.3633
C 6.1901 0.2517 -5.7081
C 4.7134 1.0901 -3.8651
C 4.4346 2.3481 -3.3407
C 3.1377 2.7473 -2.9921
C 2.1321 1.8401 -3.1882
O 0.7944 1.9631 -2.9256
B 0.2397 0.7171 -3.2646
O 1.2269 -0.1362 -3.7904
C 2.3927 0.5790 -3.7102
C 3.6576 0.1822 -4.0544
H 8.1558 1.3816 -4.2743
H 7.2095 2.0370 -2.9344
H 6.9507 2.6367 -4.5834
H 7.5314 -0.8994 -3.6089
H 5.8382 -1.4053 -3.5233
H 6.4858 -0.3093 -2.3018
H 7.2021 -0.0660 -5.9768
H 5.9139 1.0985 -6.3413
H 5.5083 -0.5707 -5.9319
H 5.2373 3.0549 -3.1830
H 2.9369 3.7266 -2.5759
H 3.8209 -0.8141 -4.4469
*
```

Computed properties:
Relative energy (zero: lowest compared OMol25 entry of this formula, charge and spin): 54.3 kJ/mol
E: -353756.2967 eV
LUMO energy: 2.982 eV
Gap between HOMO and LUMO: 3.743 eV

Mulliken atomic charge list, values in e, 6 entries:
1. Cs 1.008
2. O -0.516
3. C -0.113
4. O -0.254
5. C 0.400
6. C -1.091

Computed, not measured: a molecular structure, C43H44Cl2FN6O8PSr, with ωB97M-V with the def2-TZVPD basis set.

Structure (ORCA input):
```
! wB97M-V def2-TZVPD RIJCOSX def2/J DEFGRID3
* xyz -2 1
Sr 0.8739 0.1883 -0.7204
O 0.7524 -3.5999 -2.9308
C 1.0231 -2.8321 -2.0084
N 1.6075 -1.5713 -2.1307
C 2.3779 -1.2251 -3.1837
C 3.0739 -2.2164 -3.9458
C 3.9948 -1.8508 -4.9076
C 4.2778 -0.4930 -5.1179
C 3.6354 0.4866 -4.3951
C 2.6270 0.1527 -3.4525
N 1.9952 1.0919 -2.7021
C 1.7599 2.3466 -3.2482
O 1.9213 2.6746 -4.4248
C 1.3214 3.3868 -2.3106
C 1.6787 4.7215 -2.6299
C 1.2082 5.7480 -1.8356
C 0.3238 5.4493 -0.7860
C 0.0342 4.1152 -0.5497
N 0.5626 3.0817 -1.2530
C 0.8251 -3.2237 -0.6142
C 1.0617 -4.5938 -0.3242
C 0.9911 -5.0303 0.9813
C 0.6353 -4.1057 1.9795
C 0.3928 -2.7864 1.6193
N 0.5002 -2.3445 0.3480
H 2.8032 -3.2404 -3.7022
H 4.4988 -2.6118 -5.4958
H 5.0161 -0.1974 -5.8523
H 3.7948 1.5438 -4.5428
H 2.2982 4.8456 -3.5036
H 1.5080 6.7685 -2.0495
H -0.1290 6.2179 -0.1687
H -0.6277 3.8623 0.2704
H 1.2909 -5.2149 -1.1850
H 1.2094 -6.0751 1.2137
H 0.5645 -4.3593 3.0310
H 0.0985 -2.0576 2.3702
Cl 2.2954 -2.5216 4.8764
C 3.7882 -2.4838 3.8758
Cl 3.9676 -4.0794 3.0943
C 3.7859 -1.2912 2.8588
O 4.7142 -0.4614 3.1206
O 2.8777 -1.3018 1.9458
H 4.6145 -2.4211 4.5874
C 1.8408 5.5949 3.2743
C 3.1617 5.1715 2.6702
O 3.1577 3.7061 2.4485
P 2.2503 3.1518 1.1948
O 3.3633 2.5290 0.2179
C 4.4196 1.6562 0.7540
C 4.7754 0.7239 -0.4029
O 1.7768 1.7648 1.8935
C 0.7351 1.8647 2.9324
C 0.7266 0.5695 3.6816
H 1.9292 6.6340 3.5933
H 1.5879 5.0038 4.1537
H 1.0241 5.5615 2.5511
H 4.0221 5.3401 3.3201
H 3.3961 5.6534 1.7138
H 4.1114 1.1114 1.6497
H 5.2569 2.3101 1.0456
H 4.0776 -0.1051 -0.4128
H 5.7449 0.2675 -0.1927
H 4.7967 1.2250 -1.3644
H -0.2075 2.0870 2.4165
H 0.9807 2.7274 3.5560
H 0.7103 -0.2870 3.0168
H -0.1510 0.5547 4.3217
H 1.6061 0.4832 4.3187
F -4.1446 4.3753 -1.8026
C -3.3323 3.3353 -1.5200
C -2.6338 2.6686 -2.5393
C -1.7651 1.6099 -2.1740
C -1.5849 1.2468 -0.8802
C -2.3120 1.8420 0.0946
C -3.2178 2.8997 -0.1913
H -2.7420 2.9318 -3.5849
H -1.2410 1.1536 -3.0046
H -2.2346 1.5153 1.1330
H -3.7790 3.3547 0.6184
C -5.5337 -3.6002 2.0274
N -4.6027 -3.9077 0.9285
N -4.1020 -2.7783 0.2340
C -2.8064 -3.0425 -0.1933
O -2.1474 -2.2337 -0.8975
C -2.4702 -4.3503 0.3345
C -3.5706 -4.8069 1.0522
C -3.6991 -6.0529 1.8286
C -4.9595 -1.8951 -0.3987
C -4.5623 -0.5425 -0.5051
C -5.3787 0.3517 -1.1792
C -6.5768 -0.0768 -1.7616
C -6.9727 -1.4134 -1.6460
C -6.1817 -2.3233 -0.9649
H -6.2644 -2.8578 1.7092
H -5.0003 -3.2248 2.9078
H -6.0608 -4.5247 2.2776
H -1.5808 -4.9214 0.1498
H -2.7866 -6.6289 1.7059
H -4.5450 -6.6477 1.4641
H -3.8575 -5.8704 2.8943
H -3.5989 -0.2925 -0.0869
H -5.1184 1.3952 -1.2853
H -7.2094 0.6354 -2.2803
H -7.8980 -1.7401 -2.1194
H -6.4460 -3.3745 -0.8977
*
```

Computed properties:
Relative energy (zero: lowest compared OMol25 entry of this formula, charge and spin): 14.1 kJ/mol
E: -108516.5858 eV
LUMO energy: 3.586 eV
Gap between HOMO and LUMO: 4.776 eV

Mulliken atomic charge list, values in e, 6 entries:
1. Sr 1.909
2. O -0.736
3. C -0.622
4. N 0.437
5. C 0.422
6. C -0.906

Computed, not measured: 6 unconnected molecules or ions with the total composition C43H44ClN5O13, with ωB97M-V with the def2-TZVPD basis set.

Structure (ORCA input):
```
! wB97M-V def2-TZVPD RIJCOSX def2/J DEFGRID3
* xyz 0 1
C 3.1267 0.1216 2.6304
C 2.8204 1.3623 3.5064
C 1.5699 2.1401 3.0877
C 1.4760 2.4374 1.5793
C 0.0595 2.2383 1.0009
C -0.7766 3.5450 0.9837
C -1.6805 3.6320 2.1482
C -2.6773 2.8407 2.5130
C -3.2345 1.6092 1.8762
Cl -2.9286 1.4872 0.1164
C -4.7671 1.5518 2.0782
C -5.2865 0.1293 2.3655
C -3.1451 3.4192 3.8033
O -4.0246 3.1183 4.5030
O -2.3261 4.4768 4.1970
C -1.5249 4.7449 3.1293
O -0.8719 5.6852 2.9914
H 3.2263 -0.7706 3.2433
H 4.0976 0.2687 2.1719
H 2.3645 -0.0640 1.8835
H 2.6320 0.9927 4.5141
H 3.7043 1.9847 3.5950
H 1.6124 3.1002 3.5995
H 0.6780 1.6189 3.4318
H 1.7963 3.4651 1.4216
H 2.1355 1.8202 0.9757
H -0.4475 1.5178 1.6388
H 0.1522 1.8239 0.0096
H -0.0634 4.3617 0.9822
H -1.3028 3.6207 0.0327
H -2.7614 0.7617 2.3581
H -5.1903 1.8833 1.1367
H -5.1092 2.2592 2.8230
H -4.6022 -0.6061 1.9590
H -6.2736 0.0449 1.9261
H -5.4060 0.0328 3.4398
O -8.9681 0.7892 0.8911
N -9.1637 -0.2941 1.4113
O -8.6180 -1.3299 1.0794
C -10.1282 -0.3547 2.5200
C -10.7915 0.7976 2.9013
C -11.7149 0.7327 3.9319
C -11.9614 -0.4755 4.5696
C -11.2807 -1.6215 4.1816
C -10.3578 -1.5644 3.1500
H -10.6002 1.7382 2.4059
H -12.2450 1.6248 4.2365
H -12.6872 -0.5243 5.3712
H -11.4720 -2.5612 4.6815
H -9.8306 -2.4571 2.8469
O -0.3422 3.6487 -1.7581
N -0.6822 2.7729 -2.5350
O -0.2759 1.6263 -2.4939
C -1.6410 3.1207 -3.5912
C -2.0968 4.4231 -3.6895
C -2.9844 4.7493 -4.7015
C -3.4075 3.7756 -5.5967
C -2.9482 2.4705 -5.4792
C -2.0590 2.1377 -4.4712
H -1.7683 5.1814 -2.9936
H -3.3449 5.7646 -4.7944
H -4.0970 4.0350 -6.3896
H -3.2807 1.7128 -6.1757
H -1.7004 1.1222 -4.3818
O 3.9072 -1.5907 0.0449
N 4.9044 -2.2867 -0.0266
O 5.9321 -1.9641 -0.5928
C 4.8583 -3.6080 0.6184
C 3.6863 -4.0018 1.2428
C 3.6259 -5.2505 1.8371
C 4.7325 -6.0883 1.8060
C 5.9031 -5.6762 1.1845
C 5.9750 -4.4290 0.5824
H 2.8250 -3.3497 1.2692
H 2.7148 -5.5722 2.3235
H 4.6815 -7.0664 2.2676
H 6.7644 -6.3304 1.1646
H 6.9018 -4.1232 0.0944
O -1.1728 -1.3035 -7.6872
N -1.0902 -2.4309 -7.2330
O -1.5836 -3.4197 -7.7413
C -0.3453 -2.6070 -5.9767
C 0.1982 -1.4980 -5.3540
C 0.8782 -1.6618 -4.1587
C 1.0121 -2.9262 -3.6021
C 0.4704 -4.0318 -4.2446
C -0.2140 -3.8748 -5.4393
H 0.0956 -0.5127 -5.7854
H 1.3013 -0.8014 -3.6577
H 1.5391 -3.0497 -2.6646
H 0.5780 -5.0170 -3.8115
H -0.6383 -4.7350 -5.9360
O 9.2580 -3.3178 1.1042
N 9.1303 -2.9077 -0.0352
O 8.4060 -3.4167 -0.8724
C 9.8964 -1.7193 -0.4290
C 10.7551 -1.1357 0.4851
C 11.4918 -0.0273 0.1023
C 11.3599 0.4857 -1.1812
C 10.4865 -0.1057 -2.0837
C 9.7485 -1.2162 -1.7087
H 10.8579 -1.5340 1.4840
H 12.1714 0.4360 0.8044
H 11.9405 1.3493 -1.4792
H 10.3827 0.2975 -3.0817
H 9.0702 -1.6771 -2.4118
*
```

Computed properties:
E: -91881.3701 eV
LUMO energy: -0.639 eV
Gap between HOMO and LUMO: 9.264 eV
SMILES: CCCCCCC1=C([C@H](Cl)CC)C(=O)OC1=O.O=[N+]([O-])c1ccccc1.O=[N+]([O-])c1ccccc1.O=[N+]([O-])c1ccccc1.O=[N+]([O-])c1ccccc1.O=[N+]([O-])c1ccccc1

Mulliken atomic charge list, values in e, 6 entries:
1. C -1.004
2. C -0.780
3. C -0.662
4. C -1.199
5. C 0.090
6. C -1.015

Computed, not measured: a molecular structure, C43H44CoF3N5OP, with ωB97M-V with the def2-TZVPD basis set.

Structure (ORCA input):
```
! wB97M-V def2-TZVPD RIJCOSX def2/J DEFGRID3
* xyz -1 2
Co 0.8400 0.0136 0.1343
C -4.6568 -0.6976 2.5804
C -3.7464 0.4546 2.9022
C -4.2505 1.5832 3.5396
C -3.4348 2.6419 3.9120
C -2.0740 2.5650 3.6545
C -1.5532 1.4602 3.0023
C -2.3767 0.4139 2.5986
N -1.8194 -0.7141 1.9616
C -2.3508 -1.1404 0.7400
N -2.9385 -0.1420 -0.0156
C -2.2528 1.0047 -0.5404
C -0.8567 1.0664 -0.7217
C -0.4584 2.2333 -1.4057
C -1.3044 3.2459 -1.8325
C -2.6605 3.1474 -1.5712
C -3.1456 2.0279 -0.9173
C -4.6170 1.9138 -0.6179
N -2.4006 -2.3909 0.4676
C -2.9193 -2.8155 -0.7696
C -2.4651 -2.3229 -1.9970
C -2.9846 -2.8081 -3.1864
C -3.9630 -3.7918 -3.1719
C -4.4148 -4.2821 -1.9549
C -3.9085 -3.8106 -0.7490
C -4.4103 -4.3408 0.5641
H -5.4824 -0.7409 3.2929
H -4.1155 -1.6437 2.6140
H -5.0818 -0.6030 1.5775
H -5.3113 1.6179 3.7672
H -3.8554 3.5049 4.4134
H -1.4144 3.3728 3.9522
H -0.4999 1.3641 2.7836
H -0.8006 -0.7989 2.0493
H -3.5941 -0.5207 -0.6857
H 0.5893 2.3693 -1.6318
H -0.9026 4.1091 -2.3534
H -3.3463 3.9375 -1.8598
H -5.1192 2.8611 -0.8193
H -4.7819 1.6422 0.4264
H -5.1052 1.1488 -1.2322
H -1.7008 -1.5574 -2.0003
H -2.6157 -2.4162 -4.1269
H -4.3689 -4.1781 -4.0991
H -5.1767 -5.0547 -1.9339
H -4.9538 -5.2760 0.4208
H -5.0828 -3.6280 1.0495
H -3.5808 -4.5018 1.2527
N 2.9715 1.9870 -1.4395
P 2.7535 0.3022 -1.1557
C 4.4730 -0.1852 -0.7559
C 4.7389 -0.7804 0.4690
C 6.0450 -1.0819 0.8373
C 7.0927 -0.7922 -0.0215
C 6.8350 -0.2013 -1.2542
C 5.5333 0.0988 -1.6174
C 2.5976 -0.2875 -2.8740
C 3.2456 -1.4376 -3.3145
C 3.0027 -1.9368 -4.5859
C 2.1104 -1.2931 -5.4291
C 1.4465 -0.1554 -4.9907
C 1.6803 0.3398 -3.7174
C 2.6260 2.9019 -0.4632
C 2.9592 4.2570 -0.5826
C 2.5505 5.1142 0.4157
C 1.8473 4.6204 1.5088
C 1.5738 3.2664 1.5369
N 1.9427 2.4244 0.5747
H 3.5208 2.3248 -2.2127
H 3.9171 -1.0112 1.1336
H 6.2365 -1.5425 1.7983
H 8.1106 -1.0280 0.2635
H 7.6504 0.0225 -1.9312
H 5.3398 0.5508 -2.5841
H 3.9256 -1.9593 -2.6536
H 3.5065 -2.8378 -4.9132
H 1.9195 -1.6861 -6.4201
H 0.7267 0.3379 -5.6318
H 1.1225 1.1976 -3.3658
H 3.5166 4.6105 -1.4404
H 2.7863 6.1694 0.3472
H 1.5122 5.2662 2.3075
H 1.0376 2.8148 2.3590
C 2.7952 -0.1202 3.5895
C 1.8404 -1.0548 2.8428
C 1.0161 -1.8765 3.8346
O 1.0051 -0.3075 2.0239
H 3.5093 -0.6716 4.2104
H 2.2144 0.5417 4.2384
H 3.3487 0.5056 2.8857
H 2.4364 -1.7731 2.2524
H 0.4134 -1.2076 4.4558
H 1.6546 -2.4764 4.4904
H 0.3419 -2.5446 3.2967
F 0.5182 -2.1395 -1.6004
C 0.9313 -1.8109 -0.3354
F 0.2929 -2.6819 0.4796
F 2.2513 -2.2958 -0.3245
*
```

Computed properties:
Relative energy (zero: lowest compared OMol25 entry of this formula, charge and spin): 75.1 kJ/mol
E: -109874.1107 eV
LUMO energy (alpha / beta): 2.417 / 2.413 eV
Gap between HOMO and LUMO (alpha / beta): 7.098 / 7.143 eV

Mulliken atomic charge list, values in e, 6 entries:
1. Co 0.672
2. C -1.463
3. C 0.915
4. C -0.555
5. C -0.824
6. C -0.467

- Look up the E of the first one.
  -353756.2967 eV

- The lowest E belongs to which entry?
  C43H44BCsI2N4O8Se4Te

- Which of these has the highest E?
  C43H44ClN5O13